Computed, not measured: the molecule C6H6, with wB97M-V/def2-TZVPD.

XYZ file:
```
12
Properties=species:S:1:pos:R:3:nbo_charge:R:1
C -0.9524 0.5301 -2.7633 -0.224
C -0.9687 0.2188 -1.6007 -0.016
C -0.9605 -0.1373 -0.1781 -0.528
C 0.1624 0.5157 0.5908 -0.110
C 0.9474 -0.1391 1.5206 -0.419
C 1.2485 -0.9674 2.4836 -0.215
H -0.9409 0.7999 -3.7965 0.239
H -0.9155 -1.2235 -0.0559 0.256
H -1.9055 0.1907 0.2836 0.261
H 1.7475 0.2506 0.7648 0.357
H 0.3931 1.5474 0.3333 0.219
H 2.1445 -1.5860 2.4178 0.179
```

Computed properties:
- LUMO energy (spin up / spin down): -0.3 / -0.3 eV
- Energy relative to the best compared isomer or geometry (same formula, charge and spin): 168.4 kcal/mol